[1]
{
  "formula": "C47H56N4O2P2PdS",
  "method": "the ωB97M-V functional and the def2-TZVPD basis",
  "symbols": ["Pd", "O", "C", "C", "C", "C", "N", "C", "C", "C", "C", "C", "C", "O", "C", "C", "N", "H", "H", "H", "H", "H", "H", "H", "H", "H", "H", "H", "H", "C", "C", "P", "C", "C", "C", "C", "C", "C", "C", "C", "C", "C", "C", "C", "P", "C", "C", "C", "C", "C", "C", "C", "C", "C", "C", "C", "C", "H", "H", "H", "H", "H", "H", "H", "H", "H", "H", "H", "H", "H", "H", "H", "H", "H", "H", "H", "H", "H", "H", "H", "H", "C", "C", "C", "C", "N", "C", "S", "N", "C", "C", "C", "C", "H", "H", "H", "H", "H", "H", "H", "H", "H", "H", "H", "H", "H", "H", "H", "H", "H", "H", "H", "H"],
  "coordinates": [[0.07051, 0.54859, -0.07816], [0.06276, -6.63895, 3.40894], [-0.16351, -5.47935, 4.21007], [-0.27257, -4.27004, 3.31128], [-0.52876, -3.03402, 4.10796], [-0.13241, -1.84130, 3.67819], [0.84048, -1.64580, 2.66594], [-0.37231, -2.74066, 0.59001], [-0.17470, -4.19416, 1.11065], [-0.37119, -2.58321, -0.92419], [-0.67882, -3.65404, -1.76135], [-0.67991, -3.48731, -3.13662], [-0.94105, -4.66080, -4.05273], [-0.45137, -5.89294, -3.54688], [-0.41084, -2.22377, -3.64408], [-0.15656, -1.19776, -2.75463], [-0.12445, -1.36524, -1.43024], [0.23310, -7.38665, 3.98692], [0.65971, -5.32273, 4.91595], [-1.09203, -5.58293, 4.78469], [-1.17456, -3.11457, 4.97837], [-0.43833, -0.92915, 4.18109], [-0.00306, -4.94768, 0.34680], [-0.91511, -4.62712, -1.35391], [-0.52734, -4.44627, -5.04145], [-2.01617, -4.80015, -4.17386], [0.48277, -5.78849, -3.33752], [-0.39804, -2.03710, -4.71247], [0.04705, -0.19259, -3.10476], [-2.60957, 0.73838, -1.36979], [-3.23485, -0.28411, -0.41999], [-2.22081, -0.57096, 1.11581], [-1.76303, -2.33959, 1.14740], [0.77989, -1.92691, 1.22710], [1.56520, -2.79289, 2.15452], [0.86899, -4.13503, 2.24811], [-1.31776, -4.45359, 2.10590], [-2.25300, -3.30460, 1.92621], [-3.60552, -0.52261, 2.34716], [-3.51194, 0.39317, 3.39153], [-4.56565, 0.57585, 4.28217], [-5.72316, -0.17451, 4.14826], [-5.82565, -1.10775, 3.12111], [-4.78197, -1.26912, 2.22197], [-1.59805, 2.24114, -0.82414], [-0.72242, 2.69097, 0.85292], [-0.22580, 2.03641, 1.99192], [0.50094, 2.73003, 2.96629], [0.71433, 4.09050, 2.86561], [0.21120, 4.76633, 1.75806], [-0.44557, 4.07111, 0.76094], [-3.13226, 3.22462, -0.39521], [-3.69609, 3.26051, 0.88158], [-4.86568, 3.96928, 1.12778], [-5.49027, 4.66587, 0.10098], [-4.94349, 4.63947, -1.17455], [-3.77651, 3.92269, -1.41714], [-3.39048, 1.20809, -1.97681], [-1.95266, 0.23073, -2.06444], [-3.37223, -1.23218, -0.94267], [-4.21248, 0.05964, -0.08630], [1.23712, -1.15534, 0.60950], [2.64448, -2.73900, 2.24819], [1.56737, -4.96803, 2.26910], [-1.77710, -5.44095, 2.10777], [-3.16927, -3.22269, 2.49839], [-2.60211, 0.97568, 3.50606], [-4.48455, 1.30986, 5.07517], [-6.55037, -0.02911, 4.83218], [-6.72510, -1.70366, 3.01860], [-4.88518, -1.97503, 1.40414], [-0.40914, 0.99397, 2.18741], [0.88816, 2.17732, 3.81479], [1.26032, 4.62204, 3.63638], [0.35312, 5.83707, 1.65998], [-0.78446, 4.61569, -0.11448], [-3.21290, 2.72886, 1.69302], [-5.28870, 3.97910, 2.12598], [-6.39553, 5.22835, 0.29546], [-5.42137, 5.18439, -1.98065], [-3.34927, 3.90807, -2.41585], [4.76843, -0.51731, -5.52290], [5.21558, -0.20165, -4.09559], [4.35204, -0.86241, -3.02153], [2.88834, -0.42628, -3.03609], [2.71611, 1.01091, -2.86000], [2.80112, 1.64046, -1.65630], [2.79230, 0.81252, -0.19186], [2.92736, 2.97778, -1.74305], [2.94868, 3.87824, -0.59336], [4.31095, 4.03954, 0.07322], [5.39288, 4.72371, -0.76790], [5.99234, 3.84930, -1.87339], [5.48466, -0.13504, -6.25212], [3.79702, -0.07170, -5.75455], [4.68179, -1.59729, -5.67199], [5.22195, 0.88229, -3.94074], [6.24669, -0.53539, -3.96162], [4.75919, -0.63650, -2.03347], [4.38064, -1.95033, -3.14647], [2.35829, -0.92067, -2.22645], [2.40949, -0.70109, -3.97749], [2.85374, 1.58003, -3.67970], [2.75532, 3.39351, -2.64369], [2.24255, 3.50189, 0.13686], [2.59540, 4.85065, -0.94280], [4.66009, 3.05665, 0.39686], [4.13360, 4.63003, 0.97730], [6.20045, 5.02222, -0.09484], [4.99110, 5.64578, -1.20345], [6.31001, 2.88472, -1.46783], [6.86391, 4.33193, -2.32134], [5.27543, 3.65212, -2.67112]],
  "forces_ev_per_angstrom": [[0.1, 0.4, -0.5], [0.0, 0.1, 0.1], [0.0, -0.1, -0.1], [0.0, 0.0, 0.0], [0.0, -0.2, -0.1], [0.1, 0.0, -0.1], [0.0, 0.1, 0.1], [0.0, 0.2, 0.2], [0.0, 0.0, 0.1], [0.1, 0.0, -0.1], [0.0, 0.0, 0.0], [0.0, -0.1, 0.0], [0.0, 0.0, 0.1], [-0.1, 0.1, 0.0], [0.0, 0.1, 0.0], [-0.1, -0.1, 0.0], [-0.1, -0.1, 0.2], [0.0, 0.0, 0.0], [0.0, 0.0, 0.0], [0.0, 0.0, 0.0], [0.0, 0.1, -0.1], [0.0, 0.0, -0.1], [0.0, 0.1, 0.0], [0.0, 0.0, 0.0], [0.0, 0.0, -0.1], [0.0, 0.0, 0.0], [0.0, 0.0, 0.0], [0.0, 0.0, 0.1], [0.0, 0.0, 0.0], [0.1, -0.1, 0.1], [0.2, 0.1, 0.0], [-0.5, -0.2, 0.2], [0.3, 0.1, -0.1], [-0.1, -0.1, 0.0], [-0.1, -0.1, 0.0], [-0.1, 0.1, -0.1], [0.0, 0.1, 0.1], [0.0, -0.2, 0.0], [0.0, -0.1, -0.1], [0.1, 0.0, 0.1], [0.0, 0.0, 0.0], [0.0, 0.0, 0.0], [0.0, 0.0, 0.0], [0.0, 0.1, 0.0], [-0.3, 0.1, 0.2], [0.2, 0.0, -0.1], [-0.2, 0.3, 0.2], [0.0, 0.0, -0.1], [0.0, 0.0, 0.0], [0.1, 0.0, -0.1], [0.0, -0.1, 0.0], [0.0, 0.1, 0.1], [0.0, 0.0, -0.1], [0.0, 0.0, 0.0], [0.0, 0.0, 0.0], [0.0, 0.0, 0.0], [0.0, 0.0, 0.0], [0.0, 0.0, 0.0], [0.1, -0.1, -0.1], [-0.1, 0.0, 0.0], [0.0, 0.0, 0.0], [0.1, -0.3, 0.2], [0.0, 0.0, 0.0], [0.0, 0.0, 0.0], [0.0, 0.0, 0.0], [0.1, 0.1, 0.0], [-0.1, 0.0, 0.0], [0.0, 0.0, 0.0], [0.0, 0.0, 0.0], [0.0, 0.0, 0.0], [0.0, 0.0, 0.0], [-0.1, -0.1, 0.0], [0.0, 0.0, 0.0], [0.0, 0.0, 0.0], [0.0, 0.0, 0.0], [0.0, 0.0, 0.0], [0.0, 0.0, 0.0], [0.0, 0.0, 0.0], [0.0, 0.0, 0.0], [0.0, 0.0, 0.0], [0.0, 0.0, 0.0], [0.0, 0.0, 0.1], [-0.1, -0.1, 0.0], [0.0, 0.1, -0.1], [0.2, 0.1, 0.1], [-0.1, -0.1, 0.0], [0.2, -0.2, -0.1], [0.1, 0.2, -0.1], [-0.2, 0.1, 0.1], [0.2, 0.0, 0.0], [0.0, 0.0, -0.2], [0.0, -0.1, 0.0], [0.0, 0.1, 0.1], [0.0, 0.0, 0.0], [0.0, 0.0, 0.0], [0.0, 0.0, 0.0], [0.1, 0.0, 0.0], [0.0, 0.0, 0.0], [0.0, 0.0, 0.0], [0.0, 0.0, 0.0], [0.0, 0.0, 0.0], [0.0, 0.0, 0.0], [0.0, 0.0, 0.0], [0.0, 0.0, 0.0], [-0.2, 0.0, 0.2], [-0.1, 0.0, 0.0], [0.0, 0.0, 0.0], [0.0, 0.0, 0.0], [0.0, 0.0, 0.0], [0.0, 0.0, 0.0], [0.0, 0.0, 0.0], [0.0, 0.0, 0.0], [0.0, 0.0, 0.0]],
  "e_tot_ev": -92592.8575,
  "gap_ev": 6.3,
  "largest_force_ev_per_a": 0.615,
  "homo_ev": -5.9516
}

[2]
{
  "formula": "C17H19CdClN7O9S7",
  "method": "the ωB97M-V functional and the def2-TZVPD basis",
  "symbols": ["Cd", "O", "C", "S", "C", "C", "S", "S", "S", "N", "C", "N", "C", "C", "S", "C", "C", "S", "C", "N", "N", "H", "H", "H", "H", "H", "H", "C", "C", "S", "O", "O", "C", "C", "N", "C", "N", "C", "C", "N", "O", "O", "C", "H", "H", "H", "H", "H", "H", "H", "H", "H", "H", "H", "H", "H", "O", "Cl", "O", "O", "O"],
  "coordinates": [[-1.36022, 0.48477, 1.63613], [-3.86038, 0.36192, 7.74966], [-3.24387, 0.54120, 6.72610], [-3.67794, 1.72394, 5.49549], [-2.36692, 1.39587, 4.36654], [-1.49626, 0.42982, 4.72714], [-0.12696, -0.19264, 3.82071], [-1.79173, -0.35394, 6.27696], [-2.39763, 2.34908, 2.89659], [-2.43028, 2.42919, -1.57016], [-3.37843, 1.83906, -0.81777], [-3.18936, 0.76590, -0.09448], [-4.37289, 0.35848, 0.50043], [-5.45270, 1.12611, 0.24596], [-5.01941, 2.42007, -0.80750], [-4.33508, -0.80716, 1.38701], [-5.38398, -1.58280, 1.73933], [-4.87026, -2.78331, 2.87019], [-3.25179, -2.15097, 2.78647], [-3.12790, -1.14310, 1.96543], [-2.22731, -2.69390, 3.48023], [-1.47188, 2.08286, -1.54496], [-2.53339, 3.39873, -1.81289], [-6.43793, 1.05003, 0.67202], [-6.40414, -1.52608, 1.40181], [-2.46499, -3.21789, 4.30559], [-1.41183, -2.07520, 3.58155], [5.69028, 1.71448, -2.73711], [5.62207, 0.52145, -3.67468], [5.00624, -0.96165, -2.90813], [5.16280, -2.04394, -3.85034], [5.59719, -1.08820, -1.59630], [3.27361, -0.64647, -2.69664], [2.67337, -1.73848, -1.81934], [1.34005, -1.36514, -1.35314], [1.08068, -0.82334, -0.14606], [-0.22674, -0.64184, 0.01613], [-0.83856, -1.07626, -1.11437], [0.11500, -1.53130, -1.96841], [-0.07963, -2.00827, -3.29384], [-1.22801, -2.16393, -3.66122], [0.90720, -2.22965, -3.98141], [2.11892, -0.51622, 0.87038], [6.15462, 2.55548, -3.25279], [6.28421, 1.47392, -1.85706], [4.70374, 2.03740, -2.40772], [6.60749, 0.21936, -4.03604], [4.98694, 0.69450, -4.54501], [2.81380, -0.64272, -3.68366], [3.15788, 0.33079, -2.22345], [3.29064, -1.89644, -0.93831], [2.60019, -2.67514, -2.36318], [-1.90165, -1.00908, -1.26126], [2.98421, -0.03134, 0.42028], [2.44196, -1.43175, 1.37178], [1.69512, 0.15549, 1.61182], [2.59380, 2.17373, -1.20951], [1.21344, 2.53287, -0.97747], [0.87608, 2.27949, 0.40779], [0.99702, 3.90984, -1.29916], [0.37151, 1.69237, -1.82610]],
  "forces_ev_per_angstrom": [[0.3, 0.0, 0.1], [0.0, 0.0, 0.0], [0.0, 0.0, 0.0], [0.0, 0.0, 0.0], [0.0, 0.0, 0.1], [-0.1, 0.0, 0.1], [0.0, 0.0, -0.1], [0.0, 0.0, 0.0], [0.0, 0.1, 0.0], [0.1, 0.0, 0.0], [0.0, 0.0, 0.0], [-0.1, 0.0, -0.1], [0.1, 0.0, 0.0], [0.0, 0.0, 0.0], [0.0, 0.0, 0.0], [-0.1, 0.0, 0.0], [0.0, 0.0, 0.0], [0.0, 0.0, 0.0], [-0.1, 0.0, 0.0], [0.0, 0.0, -0.1], [0.1, 0.0, 0.0], [0.0, 0.0, 0.0], [0.0, 0.0, 0.0], [0.0, 0.0, 0.0], [0.0, 0.0, 0.0], [0.0, 0.0, 0.0], [0.0, 0.0, 0.0], [0.0, 0.1, 0.0], [0.0, 0.0, 0.0], [0.1, 0.0, -0.1], [0.0, 0.0, 0.0], [0.0, 0.0, 0.0], [-0.1, 0.0, 0.0], [0.0, 0.0, -0.1], [0.1, -0.1, 0.1], [0.0, 0.0, 0.1], [0.0, 0.0, -0.1], [0.0, 0.0, 0.1], [0.0, 0.1, -0.1], [0.0, 0.0, 0.0], [0.0, 0.0, 0.0], [0.0, 0.0, 0.0], [0.0, 0.0, 0.0], [0.0, 0.0, 0.0], [0.0, 0.0, 0.0], [0.0, 0.0, 0.0], [0.0, 0.0, 0.0], [0.0, 0.0, 0.0], [0.0, 0.0, 0.0], [0.0, 0.0, 0.0], [0.0, 0.0, 0.0], [0.0, 0.0, 0.0], [0.0, 0.0, 0.0], [0.0, 0.0, 0.0], [0.0, 0.0, 0.0], [0.0, 0.0, 0.0], [0.1, -0.1, 0.0], [-0.1, 0.0, 0.4], [0.0, 0.0, -0.3], [0.0, 0.0, -0.1], [0.0, 0.0, -0.1]],
  "e_above_lowest_ev": 0.000,
  "e_tot_ev": -139725.6747,
  "gap_ev": 5.9,
  "largest_force_ev_per_a": 0.389,
  "homo_ev": -4.4779,
  "charge": -1
}